# 1
The following is a DFT calculation (ωB97M-V/def2-TZVPD) of a structure of composition C6H8BrNO.

Results
molar mass = 190.04 g/mol
relative energy (zero: lowest compared OMol25 entry of this formula, charge and spin) = 4.716 eV
DFT total energy = -2937.20484 hartree
HOMO level (alpha / beta) = -6.97 / -6.97 eV

```
! wB97M-V def2-TZVPD RIJCOSX def2/J DEFGRID3
* xyz 0 1
C -0.32 -2.27 -0.87
C -1.31 -1.30 -0.94
C -0.55 0.25 0.03
C 0.88 0.47 -0.27
C 1.57 -0.89 -0.38
C -0.80 2.16 1.30
N 0.91 -2.12 -0.71
O -1.26 0.96 0.81
Br -3.02 -1.69 -0.35
H -0.77 -3.30 -1.22
H 0.76 0.97 -1.34
H 1.35 1.17 0.44
H 2.41 -0.74 -1.19
H 2.11 -1.01 0.49
H -0.54 2.13 2.29
H -1.52 2.88 1.23
H 0.09 2.35 0.70
*
```

---

# 2
The following is a DFT calculation (ωB97M-V/def2-TZVPD) of a cluster of 11 separate species, C40H73N7O4 in total.

Results
molar mass = 716.07 g/mol
SMILES = CC(C)=O.CC(C)=O.CC(C)=O.CC(C)=O.CCCC#N.CCCC#N.CCCC#N.CCCC#N.CCCC#N.CCCC#N.CCCC#N
DFT total energy = -2252.02312 hartree
HOMO level = -9.36 eV

```
! wB97M-V def2-TZVPD RIJCOSX def2/J DEFGRID3
* xyz 0 1
C -0.21 3.75 -4.49
C -1.11 3.36 -3.34
C -0.92 4.11 -2.02
O -2.06 2.65 -3.52
H -0.15 4.78 -4.62
H -0.66 3.17 -5.32
H 0.81 3.35 -4.41
H -1.87 4.53 -1.64
H -0.35 4.97 -2.21
H -0.51 3.41 -1.31
C 3.25 2.49 6.04
C 3.00 1.06 6.20
C 2.52 0.25 4.93
O 3.26 0.47 7.25
H 3.97 2.74 5.22
H 3.68 2.85 6.97
H 2.31 3.07 5.78
H 2.06 -0.70 5.30
H 3.40 -0.15 4.47
H 1.92 0.83 4.27
C -1.11 -5.81 3.03
C -0.30 -4.97 3.98
C 0.94 -4.28 3.58
O -0.73 -4.87 5.12
H -2.21 -5.51 3.10
H -0.92 -6.86 3.38
H -0.87 -5.71 2.01
H 1.43 -4.84 2.77
H 1.64 -4.16 4.40
H 0.73 -3.23 3.30
C -1.61 -3.15 -1.70
C -0.66 -4.14 -2.34
C -0.48 -5.42 -1.41
O 0.04 -3.98 -3.32
H -2.65 -3.48 -1.46
H -1.63 -2.30 -2.37
H -1.12 -2.82 -0.74
H 0.22 -5.07 -0.70
H -0.10 -6.35 -1.88
H -1.35 -5.62 -0.82
C 2.17 -2.43 -0.31
C 3.08 -1.26 0.07
C 4.51 -1.82 0.55
C 4.42 -2.32 1.95
N 4.30 -2.67 3.02
H 2.27 -2.73 -1.32
H 1.09 -2.22 -0.28
H 2.34 -3.31 0.33
H 2.73 -0.67 0.94
H 3.28 -0.62 -0.79
H 5.31 -1.11 0.58
H 4.77 -2.71 -0.04
C -1.98 4.99 3.25
C -2.54 5.61 1.96
C -4.05 5.24 1.63
C -4.17 3.79 1.43
N -3.95 2.73 1.09
H -0.93 5.09 3.19
H -2.20 3.89 3.23
H -2.32 5.44 4.21
H -2.07 5.29 1.04
H -2.42 6.71 1.91
H -4.40 5.90 0.82
H -4.80 5.51 2.41
C 2.44 4.55 1.20
C 2.31 4.17 -0.24
C 2.77 2.69 -0.54
C 4.16 2.52 -0.10
N 5.17 2.52 0.46
H 3.49 4.51 1.58
H 1.87 3.84 1.84
H 2.00 5.51 1.51
H 2.82 4.85 -0.94
H 1.29 4.30 -0.48
H 2.69 2.52 -1.62
H 2.14 2.03 0.07
C -4.09 0.31 4.40
C -3.32 -0.53 5.52
C -1.99 -1.16 5.02
C -2.18 -1.92 3.78
N -2.13 -2.48 2.78
H -4.90 0.84 4.81
H -4.55 -0.36 3.68
H -3.40 0.94 3.85
H -4.02 -1.28 5.98
H -3.05 0.26 6.21
H -1.43 -1.81 5.71
H -1.42 -0.30 4.75
C 2.28 -2.13 -6.24
C 2.73 -1.99 -4.82
C 1.93 -1.02 -3.92
C 2.09 0.37 -4.20
N 2.28 1.47 -4.42
H 2.24 -1.13 -6.74
H 1.38 -2.77 -6.39
H 3.01 -2.79 -6.75
H 3.74 -1.63 -4.75
H 2.66 -2.96 -4.21
H 2.34 -1.09 -2.90
H 0.86 -1.23 -3.79
C -2.25 -0.35 -5.60
C -1.75 -1.75 -5.71
C -2.85 -2.85 -5.99
C -3.79 -2.98 -4.86
N -4.63 -3.21 -4.11
H -1.48 0.39 -5.42
H -3.04 -0.21 -4.84
H -2.81 -0.03 -6.52
H -1.08 -2.11 -4.90
H -1.13 -1.66 -6.59
H -2.34 -3.74 -6.31
H -3.45 -2.57 -6.78
C -0.20 0.46 -1.68
C -1.48 0.75 -0.76
C -1.32 0.27 0.65
C -0.16 0.91 1.26
N 0.80 1.41 1.65
H -0.16 -0.60 -1.99
H 0.71 0.79 -1.12
H -0.33 1.00 -2.62
H -2.35 0.24 -1.18
H -1.75 1.82 -0.80
H -1.16 -0.77 0.71
H -2.22 0.43 1.11
*
```